Record 1
Entry from the OMol25 dataset: 2 unconnected molecules or ions with the total composition CH5PS at a distorted geometry (wB97M-V/def2-TZVPD).

XYZ file:
```
8
Properties=species:S:1:pos:R:3:forces:R:3
C 0.5524 -0.4401 0.2320 0.157 0.836 0.670
P 0.5568 1.4683 0.3515 -2.875 -1.409 2.024
S 0.1523 1.9080 -1.6259 0.179 0.356 -0.532
H -0.1950 -0.6422 -0.4604 -1.524 -0.441 -1.354
H 0.2569 -1.0109 1.1007 0.042 0.441 0.732
H 1.4099 -0.9359 -0.1664 1.114 0.272 -0.219
H -1.2983 1.4277 0.9357 3.301 0.177 -0.853
H -0.7993 0.9898 -1.6649 -0.394 -0.231 -0.468
```
Forces are in eV/Å.

Output
net charge = 0
energy relative to the best compared isomer or geometry (same formula, charge and spin) = 140.9 kJ/mol
LUMO level = 0.12 eV

Here is what natural (NBO) gives for the atomic charges, in e: -0.92, 0.47, -0.28, 0.21, 0.24, 0.23, -0.07, 0.13

=====

Record 2
Entry from the OMol25 dataset: C7H10 in the gas phase at a distorted geometry (wB97M-V/def2-TZVPD).

XYZ file:
```
17
Properties=species:S:1:pos:R:3:forces:R:3
C 1.6117 -1.1883 -0.1626 -0.059 0.105 0.102
C 0.3534 -0.3501 -0.0042 0.260 -0.047 0.215
C -1.0749 -0.9618 -0.1035 0.011 -0.031 0.194
C -1.5164 0.4209 -0.5308 -0.339 -0.001 -0.049
C -0.7375 1.4345 0.2957 0.028 0.350 0.052
C 0.2990 0.7474 1.1458 0.073 -0.095 0.016
C -0.1401 0.8208 -0.9516 0.126 0.201 -0.261
H 1.6840 -1.8974 0.6710 0.009 0.096 -0.084
H 1.6775 -1.7760 -1.0910 -0.322 0.279 0.187
H 2.4992 -0.5455 -0.1295 -0.108 -0.081 0.028
H -1.4801 -1.3766 0.8258 -0.041 0.019 -0.090
H -1.2213 -1.6758 -0.9261 0.390 0.118 0.208
H -2.4410 0.7304 -1.0068 0.063 -0.119 0.156
H -1.2226 2.3839 0.5063 0.448 0.081 -0.415
H 0.1115 0.6863 2.2329 -0.058 -0.971 -0.357
H 1.2702 1.2419 1.0290 -0.195 0.274 0.144
H 0.3276 1.3055 -1.8005 -0.285 -0.176 -0.045
```
Forces are in eV/Å.

Output
net charge = 0
energy relative to the best compared isomer or geometry (same formula, charge and spin) = 255.2 kJ/mol
LUMO level = 1.08 eV
structure (SMILES) = C[C@]12C[C@@H]3[C@H](C1)[C@@H]32

Here is what natural (NBO) gives for the atomic charges, in e: -0.62, 0.01, -0.40, -0.22, -0.24, -0.39, -0.25, 0.21, 0.21, 0.21, 0.19, 0.21, 0.22, 0.22, 0.19, 0.19, 0.23

=====

Record 3
Entry from the OMol25 dataset: 2 unconnected molecules or ions with the total composition C17H24O6 at a distorted geometry (wB97M-V/def2-TZVPD).

XYZ file:
```
47
Properties=species:S:1:pos:R:3:forces:R:3
C -0.0332 -0.0135 -6.0258 2.333 -9.172 1.723
C 0.7657 -0.3900 -4.7178 0.002 -4.259 -5.894
H 0.5478 -1.3609 -4.2251 -0.302 0.299 -0.659
H 1.8262 -0.4190 -5.0619 -0.426 0.245 0.832
O 0.4954 0.5979 -3.9699 4.934 7.212 3.002
C -0.4365 0.7704 -3.1391 1.497 -0.509 -0.495
O -1.3078 0.0450 -3.1478 -7.493 -5.570 0.362
C -0.3172 1.7878 -2.2159 1.090 3.650 4.958
C 1.0226 1.8442 -1.4853 2.454 2.461 2.254
O 1.5258 2.9092 -1.0782 -1.401 -1.887 -1.284
O 1.6022 0.6958 -1.1367 -8.544 -0.175 -4.818
C 2.7157 0.4615 -0.4946 -8.510 3.218 13.715
C 3.6257 0.4310 -1.3527 15.724 6.818 -3.216
H 3.8000 -0.2588 -1.9911 -0.219 -4.671 -4.893
H 4.6955 0.2417 -0.7764 -2.139 0.745 -0.939
H 3.8899 1.6161 -1.8523 -1.049 -3.659 1.192
H 2.3342 -0.3494 0.1748 1.713 -0.216 -0.399
H 2.6463 1.4547 0.3206 1.496 -2.534 -1.718
H -0.2831 2.6946 -2.6838 0.249 2.509 -1.822
C -1.4826 2.0147 -1.1857 -3.257 -6.518 -3.751
C -1.4459 0.8009 -0.1527 -6.263 11.076 5.809
C -0.6406 1.6163 1.1325 -1.446 -4.305 -0.008
O -0.1099 0.4860 2.0431 -0.090 3.425 -2.068
C -0.9732 -0.1134 2.8214 0.301 -3.051 0.435
C -2.2611 -0.3493 2.9191 -7.069 8.367 -1.630
C -3.1073 -0.9549 3.9274 -3.133 6.050 -6.476
C -2.6619 -1.8914 4.5375 11.317 -9.456 6.591
C -0.9567 -2.1689 4.4555 -5.375 5.820 -4.076
C -0.4084 -1.1612 3.4893 2.630 -6.947 6.059
H 0.6236 -1.3417 3.4270 1.666 0.313 -0.602
O -0.4555 -3.1743 5.1578 -5.742 1.217 0.091
C 0.7959 -3.4577 4.9547 5.164 2.312 3.814
H 1.0666 -4.1781 5.7458 0.297 -0.244 -1.066
H 0.9758 -3.6324 3.9591 1.052 -1.045 -2.305
H 1.3532 -2.4581 5.2951 -0.086 -1.935 -0.974
H -2.8268 -2.5531 5.3283 -2.087 -0.728 0.896
H -4.1843 -0.9367 3.9412 -0.339 1.273 -0.370
H -2.9040 0.9173 2.5269 1.265 -3.733 0.616
H -1.4144 2.1031 1.7266 0.441 0.601 -0.239
H 0.2483 2.1649 0.8383 -0.271 0.150 0.145
H -2.5255 0.6523 0.2924 2.630 -0.909 -1.273
H -0.7588 0.2646 -0.4541 5.496 -6.843 -2.806
H -1.6766 2.9648 -0.8697 0.277 2.519 1.142
H -2.5479 1.7415 -1.8744 3.103 0.968 1.677
H -1.0070 -0.0960 -5.9525 -5.215 0.112 1.638
H 0.1526 0.8232 -6.4171 2.305 6.647 -2.852
H 0.0172 -0.8408 -6.7537 1.017 0.362 -0.318
```
Forces are in eV/Å.

Output
net charge = 0
energy relative to the best compared isomer or geometry (same formula, charge and spin) = 1702.5 kJ/mol
LUMO level = 0.69 eV

Here is what natural (NBO) gives for the atomic charges, in e: -0.61, -0.05, 0.19, 0.18, -0.49, 0.77, -0.57, -0.44, 0.83, -0.62, -0.52, -0.12, -0.60, 0.22, 0.21, 0.22, 0.22, 0.18, 0.27, -0.36, -0.39, -0.09, -0.50, 0.25, -0.19, -0.27, -0.20, 0.35, -0.36, 0.20, -0.48, -0.23, 0.20, 0.18, 0.15, 0.22, 0.23, 0.08, 0.20, 0.21, 0.26, 0.19, 0.22, 0.22, 0.21, 0.19, 0.20

=====

Record 4
Entry from the OMol25 dataset: 2 unconnected molecules or ions with the total composition C3H7NO4P at a distorted geometry (wB97M-V/def2-TZVPD).

XYZ file:
```
16
Properties=species:S:1:pos:R:3:forces:R:3
C -0.6896 -1.8880 0.6177 2.545 -1.413 3.193
C -0.6944 -0.7757 1.7224 -0.333 -0.165 0.526
C 0.2532 -0.0719 -0.2037 0.132 -4.340 -2.858
N 0.0139 -1.3537 -0.4925 1.056 3.156 -0.653
O 0.4417 0.7539 -2.8700 2.665 -1.232 1.518
O 1.0114 2.4752 -1.2138 -1.229 3.080 1.397
O 2.6169 0.5877 -1.2382 2.232 -1.807 -0.152
O -0.1618 0.2855 0.9601 0.490 2.663 2.928
P 1.2573 1.0656 -1.3203 -2.565 -0.938 -2.755
H -0.0951 -2.8008 1.0834 -1.456 1.337 -1.156
H -1.6671 -2.1276 0.3637 -1.813 -0.963 -0.488
H -1.6886 -0.3635 2.0285 0.535 -0.880 -0.017
H -0.0803 -0.9938 2.6897 -0.780 0.453 -1.820
H -0.9007 2.5381 0.9647 -0.169 0.141 -0.437
H -0.7768 2.4353 0.2264 -0.115 0.457 0.479
H 1.1602 0.2338 -3.3182 -1.194 0.449 0.294
```
Forces are in eV/Å.

Output
net charge = -1
energy relative to the best compared isomer or geometry (same formula, charge and spin) = 118.7 kJ/mol
LUMO level = 3.55 eV

Here is what natural (NBO) gives for the atomic charges, in e: -0.27, -0.10, 0.22, -0.53, -1.01, -1.15, -1.15, -0.49, 2.32, 0.17, 0.18, 0.18, 0.17, -0.05, 0.04, 0.47

=====

| no. | HOMO energy (eV) | E (Ha) |
| --- | --- | --- |
| 1 | -9.32 | -780.56886 |
| 2 | -9.28 | -272.62080 |
| 3 | -7.85 | -1112.99380 |
| 4 | -5.24 | -815.65157 |